1.
Entry from the OMol25 dataset: a structure of composition C35H28AsHfN4OS4Sb in a non-equilibrium geometry (ωB97M-V/def2-TZVPD).

Its orbital gap is 5.04 eV. As for the total energy: -5761.76852 hartree. The value obtained for the HOMO energy is -6.9572 eV. For the energy above the lowest of the compared OMol25 structures with the same formula, charge and spin, the calculation gives 15.9 kcal per mole.

Element x y z (Å)
Hf -1.12286 -0.80739 -0.98709
C -1.97521 -6.27818 0.25520
C -3.06014 -5.58910 0.78268
C -3.01595 -4.21190 0.91843
C -1.87763 -3.50372 0.53731
C -0.80761 -4.19284 -0.01247
C -0.85569 -5.57315 -0.15127
N -1.82835 -2.07620 0.61296
C -2.28248 -1.40299 1.66912
C -2.49894 -1.96176 2.97079
C -2.87101 -1.16452 4.00595
C -3.08325 0.24207 3.85063
C -2.91357 0.81509 2.63638
C -2.52941 0.01950 1.52480
N -2.36261 0.49162 0.26256
N -2.64483 1.67604 -0.05268
C -2.39855 1.93319 -1.41326
C -3.01715 3.02236 -1.99290
C -2.87433 3.22095 -3.35504
C -2.08691 2.34866 -4.09051
C -1.44489 1.31989 -3.43207
N -1.58799 1.11992 -2.11626
H -2.01609 -7.35487 0.13632
H -3.95723 -6.12508 1.07199
H -3.87919 -3.67157 1.29003
H 0.06784 -3.64894 -0.33610
H -0.02319 -6.08718 -0.61327
H -2.31018 -3.01443 3.11979
H -2.99332 -1.60656 4.98823
H -3.37389 0.84278 4.70389
H -3.06369 1.87774 2.48243
H -3.63194 3.65848 -1.36862
H -3.38127 4.04836 -3.84050
H -1.96625 2.44394 -5.16089
H -0.80949 0.62652 -3.97231
S -0.92863 -1.35740 -5.65390
Sb -0.96228 -2.51594 -3.70532
S 0.80387 -1.47914 -2.32007
S -2.87017 -1.79449 -2.37207
S -0.68533 -4.74825 -3.71165
O 0.27446 -0.35278 0.46901
As 1.57732 0.71225 0.30257
C 1.48307 2.07506 -1.02300
C 0.81597 3.25666 -0.71493
C 0.69006 4.23456 -1.68800
C 1.23139 4.02663 -2.95041
C 1.90551 2.84722 -3.24880
C 2.03200 1.86091 -2.28571
C 1.63145 1.63632 1.97034
C 2.52539 2.68032 2.18521
C 2.55206 3.30922 3.41935
C 1.68548 2.89833 4.42674
C 0.79137 1.85938 4.20411
C 0.76228 1.21988 2.97128
C 3.20560 -0.22684 0.04619
C 3.20992 -1.61043 0.17196
C 4.40302 -2.29669 0.00129
C 5.56871 -1.59922 -0.28717
C 5.55342 -0.21437 -0.40647
C 4.36561 0.48034 -0.24483
H 0.38916 3.40493 0.26826
H 0.16856 5.15593 -1.46376
H 1.11688 4.78686 -3.71571
H 2.31674 2.68775 -4.23909
H 2.51992 0.92631 -2.52244
H 3.18968 3.00723 1.39503
H 3.24705 4.12232 3.59684
H 1.70808 3.39439 5.39089
H 0.11396 1.54291 4.98753
H 0.07015 0.40960 2.78332
H 2.29089 -2.13948 0.38178
H 4.41749 -3.37588 0.07915
H 6.49724 -2.13995 -0.42887
H 6.46559 0.32256 -0.63383
H 4.34433 1.55626 -0.35904

Atom charges from the Löwdin analysis, given in e for atoms 1 to 5: atom 1 (Hf): 0.9160, atom 2 (C): -0.0854, atom 3 (C): -0.0766, atom 4 (C): -0.0450, atom 5 (C): -0.2978

---

2.
Entry from the OMol25 dataset: a cluster of 5 separate species, H11O5 in total in a non-equilibrium geometry (ωB97M-V/def2-TZVPD).

As for the expectation value of S²: 0.7505. Its orbital gap (spin up / spin down) is 2.97 / 12.07 eV. As for the total energy: -382.64657 hartree. Its spin multiplicity is 2. The value obtained for the HOMO energy (spin up / spin down) is -2.6248 / -11.8311 eV. For the energy above the lowest of the compared OMol25 structures with the same formula, charge and spin, the calculation gives 17.0 kcal per mole.

Element x y z (Å)
O -0.30239 3.00738 0.78034
H 0.11031 3.75656 0.29280
H -0.83260 3.44380 1.46758
O -0.99626 -0.39450 -1.96135
H -0.86225 0.20750 -2.71635
H -1.46689 -1.12548 -2.39561
O 0.52931 -0.66627 1.80577
H 0.02123 -1.45193 1.49708
H 1.10022 -1.11154 2.46327
O 0.21167 -2.77697 0.03571
H -0.03144 -3.43077 -0.63174
H 1.13169 -3.04797 0.10166
O 0.62549 0.94868 -0.24840
H 0.09250 1.84414 -0.12699
H 0.16573 0.41642 -0.95895
H 0.50370 0.38096 0.59518

Atom charges from the Löwdin analysis, given in e for atoms 1 to 5: atom 1 (O): -0.1565, atom 2 (H): 0.0497, atom 3 (H): 0.0564, atom 4 (O): -0.1904, atom 5 (H): 0.0131

---

3.
Entry from the OMol25 dataset: a cluster of 2 separate species, C5H7ClO in total in a non-equilibrium geometry (ωB97M-V/def2-TZVPD).

Its orbital gap (spin up / spin down) is 8.50 / 8.50 eV. As for the total energy: -730.02470 hartree. The value obtained for the HOMO energy (spin up / spin down) is -9.1073 / -9.1079 eV. For the energy above the lowest of the compared OMol25 structures with the same formula, charge and spin, the calculation gives 68.5 kcal per mole.

Element x y z (Å)
C 0.61896 -2.27084 0.98089
C 0.31211 -1.30863 0.31224
C -0.10555 -0.12361 -1.93931
C 0.16071 1.52074 1.33881
C 0.04978 -0.06007 -0.43791
O 0.29839 1.12065 0.01499
Cl -2.31181 -0.34372 0.16616
H 1.06524 -3.07992 1.45212
H -0.41246 -1.16913 -2.13746
H 0.78678 0.14251 -2.51547
H -0.95961 0.54787 -2.12463
H 0.39968 0.75782 2.05228
H -0.80443 1.93492 1.44103
H 0.90222 2.33142 1.39628

Atom charges from the Löwdin analysis, given in e for atoms 1 to 5: atom 1 (C): 0.1651, atom 2 (C): -0.1386, atom 3 (C): -0.0426, atom 4 (C): -0.0494, atom 5 (C): -0.4909

---

4.
Entry from the OMol25 dataset: the molecule C5H6O2 (ωB97M-V/def2-TZVPD).

Its orbital gap is 10.74 eV. Its SMILES is C#C[C@H](C=O)CO. As for the total energy: -344.50649 hartree. The value obtained for the HOMO energy is -10.2009 eV. For the energy above the lowest of the compared OMol25 structures with the same formula, charge and spin, the calculation gives 59.9 kcal per mole.

Element x y z (Å)
O 0.10516 2.17840 -0.63736
C -0.47160 0.92084 -0.87902
C 0.45286 -0.13723 -0.24507
C 0.77576 0.24951 1.19609
O 0.15276 1.08058 1.82258
C -0.13882 -1.45802 -0.08181
C -0.65288 -2.53423 0.07985
H 0.10966 2.22529 0.33081
H -1.47552 0.84123 -0.43815
H -0.58206 0.80568 -1.96440
H 1.36568 -0.23060 -0.84809
H 1.47907 -0.45449 1.67591
H -1.12005 -3.48697 -0.01135

Atom charges from the Löwdin analysis, given in e for atoms 1 to 5: atom 1 (O): -0.0611, atom 2 (C): -0.2243, atom 3 (C): -0.2708, atom 4 (C): -0.1901, atom 5 (O): 0.0669